[1]
Computed, not measured: C49H41FeN9O4P as an isolated structure, with ωB97M-V/def2-TZVPD.

Last column: Löwdin spin population.
Geometry (Å):
Fe  0.01398  -1.05922  0.49792  4.21
O  -1.68343  -0.19955  0.27695  0.15
C  -2.61046  0.04942  1.21363  0.01
C  -3.46991  1.13509  1.03578  0.01
C  -4.42978  1.46458  1.97741  0.00
C  -4.56884  0.69691  3.10830  0.01
C  -3.73533  -0.40250  3.26375  0.00
C  -2.76191  -0.72939  2.33297  0.01
C  -1.97186  -1.95506  2.52318  0.01
N  -1.06489  -2.33375  1.76560  0.10
N  -0.41403  -3.56588  1.99428  0.02
C  0.30180  -3.84154  1.04365  0.01
O  0.36884  -3.05956  -0.00077  0.13
C  1.05774  -5.10985  1.06600  0.00
C  1.06864  -5.92224  2.19672  0.00
C  1.79201  -7.10237  2.19428  0.00
C  2.50818  -7.48385  1.06693  0.00
C  2.50418  -6.67650  -0.05788  0.00
C  1.78511  -5.49129  -0.05925  0.00
H  -3.33818  1.71453  0.12843  0.00
H  -5.07612  2.32007  1.82693  0.00
H  -5.32158  0.94478  3.84365  0.00
H  -3.82945  -1.04955  4.12976  0.00
H  -2.18818  -2.61908  3.36364  0.00
H  0.50092  -5.61842  3.06416  0.00
H  1.80066  -7.72973  3.07653  0.00
H  3.07118  -8.40888  1.06851  0.00
H  3.06805  -6.96729  -0.93572  0.00
H  1.78814  -4.83733  -0.92412  0.00
O  2.06723  -1.37790  0.95975  0.07
N  2.58316  -0.56588  1.78147  0.00
N  1.73509  0.02319  2.51084  0.01
O  0.44134  -0.22874  2.42999  0.08
C  2.19421  1.01944  3.40080  0.00
C  3.49164  1.52020  3.27902  0.00
C  3.89368  2.53445  4.12936  0.00
C  3.02165  3.03672  5.08643  0.00
C  1.74389  2.51296  5.20460  0.00
C  1.31944  1.50044  4.36180  0.00
H  4.15254  1.12671  2.52232  0.00
H  4.89613  2.93226  4.04229  0.00
H  3.34496  3.83016  5.74723  0.00
H  1.06965  2.88627  5.96379  0.00
H  0.32772  1.07995  4.43290  0.00
C  3.18892  -3.79172  -4.07116  0.00
C  3.36044  -3.14530  -2.85692  0.00
C  2.31077  -2.44168  -2.28919  0.00
C  1.08075  -2.36289  -2.93727  0.01
C  0.91002  -3.03864  -4.14381  0.00
C  1.95808  -3.74370  -4.71071  0.00
P  -0.26470  -1.44481  -2.11684  0.06
C  -0.73088  -0.05844  -3.22000  0.01
C  -0.98307  -0.22540  -4.58282  0.00
C  -1.34795  0.85146  -5.36922  0.00
C  -1.47180  2.11494  -4.80404  0.00
C  -1.24641  2.28867  -3.44942  0.00
C  -0.88454  1.20586  -2.66076  0.00
C  -1.69675  -2.55255  -2.29140  0.00
C  -2.96336  -1.98733  -2.42797  0.00
C  -4.09191  -2.78928  -2.43959  0.00
C  -3.96976  -4.16375  -2.31689  0.00
C  -2.71157  -4.73424  -2.18154  0.00
C  -1.58138  -3.93704  -2.16428  0.00
H  4.00582  -4.34872  -4.51130  0.00
H  4.30647  -3.20398  -2.33409  0.00
H  2.43705  -1.99998  -1.31091  0.00
H  -0.06017  -3.04910  -4.62739  0.00
H  1.81004  -4.26816  -5.64555  0.00
H  -0.90375  -1.20761  -5.03412  0.00
H  -1.53967  0.70706  -6.42444  0.00
H  -1.75064  2.95893  -5.42126  0.00
H  -1.34758  3.26865  -2.99969  0.00
H  -0.73528  1.33658  -1.59759  0.00
H  -3.07136  -0.91399  -2.51547  0.00
H  -5.06892  -2.33507  -2.54154  0.00
H  -4.85215  -4.79032  -2.32379  0.00
H  -2.60729  -5.80657  -2.07918  0.00
H  -0.60877  -4.39131  -2.03958  0.00
C  -0.43983  2.57462  1.22149  0.00
C  0.80141  2.15588  0.52319  0.00
N  1.01328  0.98949  -0.05723  0.04
C  2.22598  1.07391  -0.69009  0.00
C  2.76666  2.29539  -0.47096  0.00
N  1.86222  2.97564  0.31744  0.00
C  2.00743  4.33058  0.79554  0.00
N  1.19552  5.25898  0.06384  0.00
N  1.38816  5.42288  -1.26416  0.00
N  0.53102  6.23050  -1.72721  0.00
C  -0.28662  6.65030  -0.70799  0.00
C  -1.37725  7.52526  -0.70557  0.00
C  -2.00927  7.72766  0.49795  0.00
C  -1.58039  7.08816  1.67557  0.00
C  -0.50817  6.22818  1.69696  0.00
C  0.13452  6.02023  0.47791  0.00
H  -1.05748  1.69955  1.41969  0.00
H  -1.00257  3.27408  0.59951  0.00
H  -0.22445  3.06090  2.17221  0.00
H  2.63930  0.25101  -1.24817  0.00
H  3.69020  2.74468  -0.78928  0.00
H  3.05752  4.60977  0.71741  0.00
H  1.71473  4.38785  1.84399  0.00
H  -1.69845  8.01349  -1.61444  0.00
H  -2.85994  8.39335  0.55343  0.00
H  -2.11746  7.28318  2.59452  0.00
H  -0.19253  5.74112  2.61036  0.00

Cartesian forces, eV/Å:
0.3 -0.8 -0.1
-0.7 0.4 0.5
0.7 0.4 -2.0
-0.2 0.4 -0.2
0.2 0.3 -0.8
0.1 -0.7 0.7
-0.5 0.1 0.6
0.5 -1.3 1.0
-1.7 0.2 1.7
2.1 -0.7 -1.3
-4.0 1.8 5.1
2.3 -0.2 -4.5
0.7 -0.2 -0.5
0.4 -0.3 -0.3
-0.1 0.0 0.0
0.0 0.0 0.0
0.0 -0.1 0.1
0.0 0.0 -0.1
-0.1 0.1 0.0
-0.1 0.0 0.0
0.0 0.0 -0.1
0.0 -0.1 0.1
-0.1 0.1 0.0
-0.4 0.2 0.1
0.0 0.0 0.0
0.0 0.0 0.0
0.0 0.0 0.0
0.0 0.0 0.0
0.0 0.0 0.0
-0.1 0.0 -0.2
0.5 -0.3 -0.1
-0.8 -0.2 -0.1
0.4 0.1 -0.2
0.3 0.4 0.3
-0.2 0.0 0.0
0.0 0.0 0.0
0.0 0.1 0.1
0.0 0.1 0.1
0.0 -0.1 -0.1
0.0 0.0 0.0
0.0 0.0 0.0
0.0 0.0 0.0
0.0 0.0 0.0
0.0 0.0 0.0
0.0 0.0 0.0
0.1 0.0 0.0
-0.1 0.1 0.0
0.0 0.0 0.0
-0.1 0.0 0.0
0.0 0.0 0.0
0.0 0.1 0.1
0.1 -0.1 -0.1
0.1 -0.2 0.0
0.0 0.1 0.0
0.0 0.0 0.0
0.0 0.1 0.0
0.0 0.0 0.1
-0.1 0.1 0.0
0.1 0.0 0.0
-0.1 0.0 0.0
0.0 -0.1 0.0
-0.1 -0.1 0.0
0.1 0.1 0.0
0.0 0.0 0.0
0.0 0.0 0.0
0.0 0.1 0.1
0.1 0.0 0.0
0.0 0.0 0.0
0.0 0.1 0.0
0.0 0.0 0.0
0.0 0.0 0.0
0.0 0.0 0.0
0.0 0.0 -0.1
0.0 0.0 0.0
0.0 0.0 0.0
0.0 0.0 0.0
0.0 0.0 0.0
0.1 0.0 0.0
0.0 -0.2 0.1
-0.1 -0.2 0.0
-0.3 0.1 0.1
0.3 0.1 -0.1
0.2 0.0 -0.1
0.0 0.1 -0.1
0.1 -0.2 0.1
-0.4 0.3 0.0
0.5 -0.4 0.1
-0.2 0.3 -0.5
0.0 -0.2 0.7
0.1 -0.1 0.0
-0.1 0.1 -0.1
0.0 0.0 0.1
0.1 -0.1 0.1
0.0 0.1 -0.7
0.3 0.3 -0.1
-0.1 0.0 0.0
0.1 0.1 0.1
0.0 0.0 0.0
0.0 0.0 0.0
0.0 -0.1 0.0
0.0 0.0 0.0
0.0 0.0 0.0
0.0 0.0 0.0
0.0 0.0 0.0
0.0 0.0 0.0

Summary:
HOMO level (spin up / spin down) = -7.8 / -8.0 eV
LUMO (spin up / spin down) = 0.193 / -0.209 eV
Expectation value of S² = 8.762
HOMO-LUMO gap (spin up / spin down) = 8.04 / 7.76 eV
2S+1 = 6

---

[2]
Computed, not measured: a 2-piece molecular cluster, C2H3F2I overall, with ωB97M-V/def2-TZVPD.

Last column: Löwdin spin population.
Geometry (Å):
C  0.03408  1.89552  1.28817  0.79
C  0.60723  0.82851  0.72522  0.78
F  -0.32693  2.85041  0.45140  0.19
F  0.97790  -0.38322  1.27448  0.17
I  0.75362  -1.74903  -2.50634  0.00
H  -0.23233  2.13945  2.33231  0.04
H  0.35398  -0.23218  -2.70423  0.00
H  0.72375  0.72234  -0.32911  0.04

Cartesian forces, eV/Å:
-4.0 6.6 6.6
5.2 -8.3 -4.9
-0.3 0.1 -1.0
-1.3 1.8 0.6
0.1 -0.5 0.1
0.5 -0.5 -0.8
-0.1 0.5 -0.1
-0.1 0.4 -0.5

Summary:
HOMO level (spin up / spin down) = -5.7 / -10.2 eV
LUMO (spin up / spin down) = 0.574 / -2.108 eV
Expectation value of S² = 2.006
Energy above the lowest of the compared OMol25 structures with the same formula, charge and spin = 60.48 kcal/mol
HOMO-LUMO gap (spin up / spin down) = 6.24 / 8.08 eV
2S+1 = 3

---

[3]
Computed, not measured: C15H33F3N4O8SV as an isolated structure, with ωB97M-V/def2-TZVPD.

Last column: Löwdin spin population.
Geometry (Å):
V  0.09506  -0.06301  0.39138  2.79
C  0.40382  3.48249  1.69318  0.00
C  1.56147  2.54050  2.07102  0.00
O  1.26447  1.24147  1.67324  0.05
H  0.24651  3.58092  0.62035  0.00
H  0.72558  4.44873  2.11350  0.00
H  -0.50525  3.15128  2.18385  0.00
H  1.65570  2.54269  3.17287  0.00
H  2.54600  2.89513  1.72812  0.00
C  -2.78403  -3.34477  -0.54375  0.00
F  -3.62630  -2.36879  -0.16665  0.00
F  -2.29233  -3.90612  0.54977  0.00
F  -3.53225  -4.19709  -1.24814  0.00
S  -1.39809  -2.63374  -1.60910  0.00
O  -0.88900  -1.55871  -0.78840  0.02
O  -0.50329  -3.76809  -1.78874  0.00
O  -2.08219  -2.21659  -2.80640  0.00
C  -3.13112  2.82538  1.00776  0.00
C  -2.71877  1.73657  0.02637  0.01
O  -1.78299  0.97888  0.23403  0.02
N  -3.40259  1.71567  -1.11637  0.01
C  -3.28196  0.65187  -2.10057  0.00
H  -2.82118  2.75684  2.04519  0.00
H  -4.19911  3.01956  0.94155  0.00
H  -2.53879  3.68265  0.66080  0.00
H  -3.97615  2.50178  -1.35800  0.00
H  -2.28641  0.32357  -2.39527  0.00
H  -3.80907  1.02927  -2.97907  0.00
H  -3.78645  -0.27387  -1.81703  0.00
C  2.93061  -3.34257  -0.83594  0.00
C  2.88698  -1.86911  -0.62026  0.00
O  1.79871  -1.34388  -0.39849  0.02
N  4.01884  -1.15475  -0.56566  0.00
C  4.00367  0.26427  -0.23264  0.00
H  3.81780  -3.73896  -0.32697  0.00
H  3.04434  -3.57321  -1.89944  0.00
H  2.05894  -3.89423  -0.50455  0.00
H  4.93763  -1.54771  -0.64813  0.00
H  3.71155  0.37870  0.81475  0.00
H  3.20302  0.79610  -0.75594  0.00
H  4.93651  0.70992  -0.56398  0.00
C  0.25354  3.05978  -2.72450  0.00
C  0.49294  1.57048  -2.65962  0.01
O  0.43240  0.97928  -1.60239  0.01
N  0.89884  0.93596  -3.76797  0.00
C  0.95258  -0.52234  -3.80944  0.00
H  0.81467  3.60089  -3.49245  0.00
H  0.77413  3.50600  -1.86566  0.00
H  -0.77342  3.39965  -2.63721  0.00
H  1.36955  1.40989  -4.51567  0.00
H  -0.03950  -0.96312  -3.75033  0.00
H  1.63765  -0.92346  -3.06214  0.00
H  1.39996  -0.77271  -4.77358  0.00
C  -0.33803  -3.33177  3.47669  0.00
C  -0.35542  -1.86052  3.14520  0.01
O  -0.30486  -1.51425  1.97155  0.02
N  -0.27800  -1.04179  4.18364  0.01
C  -0.16235  0.40282  4.12013  0.00
H  0.63957  -3.79596  3.29434  0.00
H  -0.93423  -3.91776  2.77843  0.00
H  -0.54391  -3.58092  4.51741  0.00
H  -0.06571  -1.47779  5.06396  0.00
H  0.82394  0.69027  3.74902  0.00
H  -0.30333  0.88492  5.08478  0.00
H  -0.89090  0.80342  3.41760  0.00

Cartesian forces, eV/Å:
0.8 0.4 -0.1
1.4 0.7 0.8
-1.3 -1.5 -0.4
0.2 -0.6 -0.8
0.1 -0.2 -0.1
-0.6 0.2 -0.3
-0.1 -0.1 0.0
-0.1 0.3 0.1
-0.1 0.2 -0.4
0.3 1.1 -1.1
0.0 0.3 0.3
-0.1 -0.5 0.2
0.3 -0.5 0.3
0.0 -1.9 -0.1
-0.2 0.4 0.1
-0.3 0.8 0.3
-0.1 0.4 -0.1
0.5 0.6 -0.7
0.3 0.3 1.2
0.0 -0.4 0.5
0.1 -0.4 -0.4
-0.6 -0.2 -0.8
0.0 -0.8 -0.1
0.0 0.2 0.0
-0.5 0.3 0.0
-0.2 0.0 0.2
0.2 0.5 0.3
0.2 -0.2 -0.1
-0.1 0.2 0.4
1.3 -0.7 -0.5
-1.1 -0.1 1.0
-0.1 0.6 0.2
0.4 0.6 -0.4
-1.0 0.1 -0.1
-0.1 -0.1 -0.1
0.0 0.1 0.0
-0.3 0.5 0.2
-0.2 -0.6 -0.1
0.5 0.3 0.1
0.0 -0.3 -0.2
0.2 0.0 0.5
1.4 1.1 0.7
0.8 0.9 -0.2
-0.7 -0.6 1.1
-0.2 -0.6 -0.4
0.8 0.1 -0.5
-0.6 -0.5 -0.7
-0.4 -0.4 0.4
-0.2 -0.3 -0.3
-0.4 0.4 0.0
0.0 0.0 0.2
-0.4 0.0 0.3
-0.2 -0.1 0.0
0.4 -1.0 -0.1
1.1 -0.9 -0.3
-0.4 0.6 -0.5
-0.2 0.4 1.1
0.5 0.4 -0.5
0.3 0.7 -0.1
-0.5 0.3 0.2
-0.4 0.2 -0.1
-0.2 0.0 0.1
-0.2 -0.1 -0.2
-0.3 -0.4 0.2
0.0 0.0 0.0

Summary:
HOMO level (spin up / spin down) = -6.4 / -7.4 eV
LUMO (spin up / spin down) = 0.459 / 0.457 eV
Expectation value of S² = 3.753
Energy above the lowest of the compared OMol25 structures with the same formula, charge and spin = 3.55 kcal/mol
HOMO-LUMO gap (spin up / spin down) = 6.83 / 7.90 eV
2S+1 = 4

---

[4]
Computed, not measured: one molecule with the formula CCl2FNO2, with ωB97M-V/def2-TZVPD.

Last column: Mulliken charge in e.
Geometry (Å):
O  -1.76038  0.46497  0.36654  -0.49
N  -0.77341  0.73350  -0.18324  0.89
O  -0.46744  1.63904  -0.89253  -0.47
C  0.39891  -0.45631  0.10544  0.44
F  1.66620  0.35525  0.22113  -0.25
Cl  0.82447  -1.53280  -1.22745  -0.08
Cl  0.11166  -1.20366  1.61011  -0.05

Cartesian forces, eV/Å:
-2.9 0.0 1.1
3.3 -1.6 -0.9
0.1 0.1 -0.1
3.8 2.5 -0.5
-3.1 -1.5 0.0
-1.1 0.6 0.5
-0.1 0.0 -0.2

Summary:
HOMO level = -11.6 eV
LUMO = -0.364 eV
Energy above the lowest of the compared OMol25 structures with the same formula, charge and spin = 11.29 kcal/mol
HOMO-LUMO gap = 11.28 eV